Below is C37H51IrN4OP2 as an isolated structure, with properties calculated with the ωB97M-V functional and the def2-TZVPD basis.

Properties
- DFT total energy: -68586.82475 eV
- <S²>: 8.841
- HOMO energy (alpha / beta): -15.05 / -16.16 eV
- Gap between HOMO and LUMO (alpha / beta): 6.2 / 3.3 eV
- Charge: +3
- Lowest unoccupied orbital energy (alpha / beta): -8.9 / -12.8 eV
- 2S+1: 6

Each line ends with the Mulliken charge.
Geometry (Å):
H (0.46256, 1.97237, 2.44366)  0.147
H (-1.01496, 2.76834, 1.83522)  0.202
H (4.83133, 1.29392, 2.38621)  0.611
C (1.99604, 3.92820, -2.37051)  -1.594
H (-1.15560, -4.65807, -1.99887)  0.570
H (2.26942, 1.65477, -3.91034)  0.637
H (-3.42934, -4.19618, 0.93998)  0.415
H (-3.15669, -1.77099, 2.91093)  0.330
H (2.72407, 3.99554, -3.18906)  0.535
H (0.11779, -0.22922, 1.79944)  -0.234
C (-2.31268, -2.48239, 2.91721)  -1.499
C (-1.60528, -1.00520, -4.50355)  -0.283
H (-0.81919, 4.87832, 0.46590)  0.361
H (-2.67203, -3.47900, 2.62601)  0.350
N (-2.04221, 1.39226, -0.16265)  0.554
C (2.31019, 3.63468, 1.28026)  -1.501
C (4.35859, -1.82599, 3.64405)  0.303
H (0.91350, -2.44221, 1.56120)  -0.467
H (-3.45386, -2.37915, -2.19879)  0.260
C (-3.13284, -0.72413, -0.37752)  -1.299
C (-1.74293, -1.11289, -5.88606)  -1.045
H (-0.83316, -2.93052, -2.29403)  0.198
H (-0.05561, -3.75474, -0.92213)  0.192
H (-0.61829, -1.07642, -4.04050)  0.210
C (-3.29664, 3.37968, -0.63275)  -0.704
N (2.60042, -1.22304, 2.12287)  0.219
C (-4.44731, 2.71552, -0.15949)  -1.107
H (2.65607, -3.07272, 3.05614)  0.622
H (-0.91254, 2.63039, -2.41972)  0.568
P (-1.71923, -1.68950, 0.20447)  0.539
N (5.31294, -3.63760, 5.26704)  -0.218
C (-2.71572, -0.71104, -3.67547)  0.598
H (3.97225, 2.06889, -2.32001)  0.571
C (3.17162, -2.10551, 2.93927)  0.012
N (-1.11176, -0.15663, -2.06285)  -0.174
C (4.96772, -0.59177, 3.45533)  -0.571
H (-1.38060, 0.06670, 2.80548)  0.491
H (-3.56730, -4.14229, -2.12429)  0.633
H (-4.11266, -1.27418, -0.28625)  0.888
C (1.26951, -0.90183, -0.54802)  0.548
C (-2.20347, -3.34064, -0.64573)  1.992
C (-0.85506, 3.06280, -1.41492)  -1.552
H (2.89712, 4.13364, 0.49674)  0.325
C (0.83424, 3.48168, 0.88565)  1.869
C (-2.28805, -0.54645, -2.28838)  0.723
C (-3.00322, -0.89284, -6.45128)  -0.484
H (0.09541, 3.64807, 2.90813)  0.614
H (3.24120, 0.88851, -1.21943)  0.226
C (1.46755, 1.62235, -3.16029)  -1.583
C (-3.18753, 0.66425, -0.08890)  -0.019
C (0.27374, 4.88422, 0.55931)  -1.625
H (0.01018, -0.89623, 3.47383)  0.608
H (-3.12583, -0.95326, -7.51513)  0.467
H (0.71736, 5.31219, -0.34840)  0.271
C (-2.54031, -4.46179, 0.34999)  -1.789
H (-5.10088, -0.38973, -6.11297)  0.445
H (5.89059, -0.36153, 3.99430)  0.518
C (1.90032, 2.46331, -1.94710)  1.706
C (0.01668, -2.97988, 1.92129)  -0.614
H (-3.27090, 4.40413, -1.01643)  0.601
C (3.19357, -0.04087, 1.91189)  -0.003
C (0.04302, 2.92011, 2.08401)  -1.341
C (-3.97563, -0.47504, -4.25965)  0.010
C (-0.98271, -3.68505, -1.51160)  -1.345
C (-4.38688, 1.34730, 0.12128)  -1.114
H (-1.72790, -4.74829, 1.02479)  0.400
H (1.30116, 0.57433, -2.88710)  0.220
H (1.04432, 4.31020, -2.75466)  0.283
H (-2.80172, -5.35748, -0.23924)  0.498
H (-0.79984, 4.14651, -1.54458)  0.994
O (2.18317, -1.58651, -0.82440)  -0.622
H (-5.35513, 3.29825, 0.00017)  0.485
H (2.72831, 0.64227, 1.21191)  0.397
H (2.35443, 4.27754, 2.17431)  0.557
H (3.66894, 2.51154, -0.63492)  0.365
H (0.23385, -3.34892, 2.93841)  0.779
C (3.26834, 1.95143, -1.48433)  -1.485
H (2.34662, 4.58549, -1.56904)  0.326
H (2.77301, 2.67289, 1.53854)  -0.062
H (-4.79802, -0.15122, -3.59786)  0.436
P (0.62919, 2.28871, -0.59165)  -0.055
H (0.53138, 5.54917, 1.39622)  0.546
H (-1.91561, -2.55035, 3.94495)  0.486
C (4.88454, -2.82223, 4.53504)  -0.257
Ir (-0.22767, 0.12133, -0.30157)  1.216
H (-0.85929, -1.33508, -6.49594)  0.439
C (-2.08989, 2.64055, -0.66846)  0.009
H (0.55450, 1.99771, -3.63109)  0.380
H (-5.23547, 0.77584, 0.49845)  0.613
H (-0.18084, -3.83935, 1.26004)  -0.272
C (-4.12096, -0.58144, -5.65604)  -0.946
C (-1.16674, -1.98686, 2.02236)  1.677
C (-3.47180, -3.23220, -1.51705)  -2.081
C (4.40590, 0.33443, 2.58183)  -0.932
H (-4.38249, -3.17140, -0.90504)  0.398
C (-0.58578, -0.66339, 2.56937)  -1.563